Density functional theory data (the ωB97M-V functional and the def2-TZVPD basis) for a cluster of 2 separate species, C10H15NO2 in total.

Computed properties:
ΔE to the lowest compared entry with this formula, charge and spin (kJ/mol): 19.6
E_HOMO (eV): -8.737
SMILES: Cc1ccc(O)cc1.CCC(N)=O
Total charge: 0

Structure (XYZ):
```
28
Properties=species:S:1:pos:R:3:forces:R:3
C 1.722645 0.445907 1.407297 0.1 -1.6 0.1
C 1.201954 -0.625909 2.392548 0.0 0.5 0.5
C 1.176522 1.816986 1.634466 0.5 0.5 -1.0
O 1.896449 2.799367 1.698500 -0.2 -0.2 0.4
N -0.179867 1.952690 1.588297 -0.5 0.4 0.5
H 2.805209 0.414787 1.359373 0.2 0.6 0.5
H 1.475270 0.077638 0.417078 -0.5 0.3 -0.4
H 0.305592 -1.104310 2.012076 0.0 -0.3 0.0
H 0.936780 -0.198851 3.360809 0.0 0.2 0.0
H -0.524861 2.846691 1.902654 0.1 0.0 -0.1
H -0.866110 1.217103 1.605506 0.4 -0.3 0.0
H 1.971012 -1.353033 2.642275 0.0 -0.2 -0.4
C 1.097426 -2.732795 -2.341635 -0.5 0.4 -0.6
C -1.564519 -1.194761 -0.119159 0.1 -0.8 -0.3
C -1.666880 0.070049 -0.655051 -0.3 0.6 0.1
C -0.655874 -2.087347 -0.681333 -0.4 0.2 -0.3
C 0.147126 -1.716422 -1.755767 0.1 -0.6 0.6
C -0.820422 0.502121 -1.669063 -0.2 -0.6 0.7
C 0.088938 -0.401200 -2.190496 0.6 0.5 -0.1
O -2.606026 0.899428 -0.099625 -0.3 -0.2 0.4
H -2.236623 -1.546034 0.652086 0.0 0.3 0.1
H -0.617360 -3.109805 -0.322435 0.0 0.1 0.1
H -0.877224 1.544965 -1.912387 0.3 0.3 -0.5
H -2.558253 1.796229 -0.438912 0.2 0.0 -0.2
H 2.088173 -2.310635 -2.446584 0.4 -0.1 0.2
H 0.789803 -3.024998 -3.351227 -0.1 0.1 0.0
H 0.879457 -0.046928 -2.845945 -0.3 0.0 -0.3
H 1.097627 -3.643787 -1.756168 0.3 -0.1 0.2
```
Positions in Å, forces in eV/Å.